Record 1
Density functional theory data (wB97M-V/def2-TZVPD) for a molecular structure, C26H26F6O2PRuS3Sb.

charge = +2
LUMO level (spin up / spin down) = -0.220 / -0.305 hartree
⟨S²⟩ = 6.026
orbital gap (spin up / spin down) = 7.8 / 6.1 eV
HOMO energy (spin up / spin down) = -0.5068 / -0.5278 Ha
calculated total energy = -98685.4394 eV
multiplicity = 5

Geometry as XYZ:
```
66
Properties=species:S:1:pos:R:3:forces:R:3
Ru 0.150866 0.219517 -0.249507 0.3 0.4 -0.3
C 0.840872 -5.490664 -1.111211 -0.1 0.1 0.0
C -0.615437 -5.044663 -0.984676 0.0 0.0 0.0
S -0.610610 -3.230352 -1.141132 0.0 -0.1 0.0
C -0.380487 -3.020396 -2.927403 -0.1 0.0 0.0
C 0.596144 -1.910766 -3.355084 0.0 0.1 -0.1
S 1.483179 -0.967766 -2.094407 0.1 0.0 -0.1
C 2.944536 -1.972976 -1.683404 0.0 0.0 0.0
C 2.781668 -3.483931 -1.715423 0.0 0.0 0.0
S 1.774957 -4.121017 -0.351845 0.0 0.0 0.0
H 1.152162 -5.595181 -2.148352 0.0 0.0 0.0
H 1.055822 -6.421520 -0.589550 0.0 0.0 0.0
H -1.011415 -5.229417 0.013997 0.0 0.0 0.0
H -1.287481 -5.503802 -1.708330 0.0 0.0 0.0
H -1.376629 -2.787032 -3.308373 0.1 -0.1 0.0
H -0.083002 -3.978423 -3.350477 0.0 0.0 0.0
H 0.057656 -1.155775 -3.924604 0.0 0.0 0.0
H 1.361135 -2.311698 -4.020216 0.0 0.0 0.0
H 3.276320 -1.626516 -0.704953 0.0 0.0 0.0
H 3.713465 -1.699061 -2.407916 0.0 0.0 0.0
H 3.772378 -3.931687 -1.601163 0.0 0.0 0.0
H 2.364012 -3.837184 -2.657014 0.0 0.0 0.0
O -1.530988 -0.169396 -2.032105 -0.1 0.0 0.0
C -1.145489 0.892718 -1.605569 -0.1 -0.1 0.0
C -1.523642 2.253722 -1.973589 0.0 0.1 0.0
C -2.561746 2.546960 -2.855519 0.0 0.0 0.0
C -2.821015 3.876459 -3.140563 0.0 0.0 0.0
C -2.052998 4.887173 -2.563176 0.0 -0.1 0.0
C -1.013932 4.590539 -1.687857 0.0 0.0 0.0
C -0.759951 3.262760 -1.388965 0.0 -0.1 0.1
P 0.554504 2.637947 -0.320909 0.0 -0.2 0.0
C 0.293105 3.180072 1.362886 0.0 0.0 0.0
C -0.989764 3.543509 1.784169 0.0 0.0 0.0
C -1.210570 3.849253 3.116838 0.0 0.0 0.0
C -0.163524 3.786582 4.027176 0.0 0.0 0.0
C 1.109327 3.416362 3.611980 0.0 0.0 0.0
C 1.342444 3.108022 2.284381 0.0 0.0 0.0
C 2.120048 3.235093 -0.956284 0.0 0.0 0.0
C 2.641345 2.636560 -2.103474 0.0 0.0 0.0
C 3.812862 3.118964 -2.659375 0.0 0.0 0.0
C 4.465449 4.197076 -2.073812 0.0 0.0 0.0
C 3.941017 4.800896 -0.940274 0.0 0.0 0.0
C 2.766238 4.326061 -0.377378 0.0 0.0 0.0
H -3.144396 1.751193 -3.297962 0.0 0.0 0.0
H -3.622209 4.134703 -3.817789 0.0 0.0 0.0
H -2.268490 5.919363 -2.800501 0.0 0.0 0.0
H -0.420962 5.382997 -1.250759 0.0 0.0 0.0
H -1.808812 3.594913 1.077015 0.0 0.0 0.0
H -2.198697 4.136521 3.445176 0.0 0.0 0.0
H -0.340176 4.025200 5.066414 0.0 0.0 0.0
H 1.920208 3.355864 4.324001 0.0 0.0 0.0
H 2.331472 2.799584 1.971493 0.0 0.0 0.0
H 2.133485 1.795129 -2.561075 0.0 0.0 0.0
H 4.219329 2.658118 -3.549445 0.0 0.0 0.0
H 5.383462 4.569818 -2.506232 0.0 0.0 0.0
H 4.445828 5.644319 -0.491117 0.0 0.0 0.0
H 2.359233 4.808518 0.501361 0.0 0.0 0.0
O -2.244726 -0.750960 1.761230 0.1 0.1 -0.1
C -1.447159 -0.452482 1.035451 -0.1 -0.1 0.2
F 2.341965 0.549633 0.675113 0.1 0.0 0.0
Sb 2.347483 -0.607431 2.257289 -0.2 -0.2 0.1
F 1.185573 -1.610727 1.032688 0.0 -0.1 0.1
F 3.780752 -1.539147 1.488559 0.0 0.0 -0.1
F 2.099882 -1.858716 3.602002 0.0 0.0 0.0
F 3.411356 0.596072 3.182301 0.0 0.0 0.0
F 0.738789 0.293956 2.692531 0.0 -0.1 0.0
```
Forces are in eV/Å.

Record 2
Density functional theory data (wB97M-V/def2-TZVPD) for 3 unconnected molecules or ions with the total composition C24H46N2O5.

charge = 0
SMILES string = CC(=O)OCCCCCCC1=CC(=O)OC1=O.CCN(CC)CC.CCN(CC)CC
LUMO level = -0.034 hartree
orbital gap = 7.1 eV
HOMO energy = -0.2959 Ha
calculated total energy = -38851.2566 eV
multiplicity = 1

Geometry as XYZ:
```
77
Properties=species:S:1:pos:R:3:forces:R:3
C 1.718598 3.860778 3.553611 0.1 -0.1 -0.2
C 1.821871 5.356897 3.442023 0.3 0.5 0.4
O 2.698402 5.997767 3.965718 -0.6 -0.3 -0.3
O 0.819995 6.011069 2.787623 0.3 0.0 -0.1
C 0.242863 5.422077 1.620004 -0.3 -0.1 -0.2
C -1.044208 6.165846 1.279018 0.1 0.1 0.1
C -1.927713 6.461616 2.508256 -0.1 0.2 -0.3
C -3.450218 6.429368 2.230550 0.0 0.1 0.1
C -4.265941 5.497015 3.145572 0.1 0.2 0.1
C -3.724078 4.080625 3.358942 -0.1 0.0 -0.2
C -3.399948 3.294716 2.133509 0.0 0.1 -0.2
C -3.699573 3.446271 0.838512 -0.2 0.0 0.6
C -3.131153 2.296539 0.097955 0.1 -0.2 -0.6
O -2.914688 2.141313 -1.065061 -0.4 0.0 0.6
O -2.752342 1.338431 1.048885 0.7 0.3 0.0
C -2.589203 2.032082 2.236987 0.1 -0.1 0.3
O -1.860522 1.680900 3.117878 -0.6 0.0 -0.5
H 2.412857 3.540842 4.326987 -0.1 0.0 -0.1
H 2.002534 3.390784 2.609254 0.0 0.0 0.0
H 0.704733 3.538277 3.788295 0.0 0.0 0.0
H 0.953405 5.515306 0.792471 0.0 -0.1 0.1
H 0.029879 4.357978 1.765963 0.0 0.1 0.2
H -1.592307 5.565821 0.547043 0.1 -0.1 0.0
H -0.786314 7.102573 0.776257 -0.1 -0.1 0.0
H -1.672155 7.467648 2.847564 0.1 -0.2 0.2
H -1.654632 5.788607 3.320874 -0.1 -0.1 0.0
H -3.845341 7.437954 2.384363 -0.1 -0.1 -0.1
H -3.638018 6.216756 1.174245 0.1 -0.1 0.1
H -4.311064 5.972784 4.131305 0.0 -0.1 0.0
H -5.303706 5.443826 2.799949 0.1 0.0 -0.1
H -4.482454 3.489205 3.889823 0.1 0.1 0.1
H -2.850518 4.071120 4.014079 0.0 0.0 -0.1
H -4.278137 4.241571 0.393093 0.2 -0.1 -0.2
C 0.622187 0.895482 0.157337 -0.1 0.1 0.1
C 1.049577 -0.038105 -0.962328 0.0 0.0 0.1
N 2.349599 0.299795 -1.513065 0.0 0.0 0.0
C 2.637501 -0.371053 -2.767420 0.0 0.0 -0.1
C 2.758234 -1.899034 -2.750498 0.1 0.0 -0.1
C 3.438664 0.363615 -0.553509 0.1 0.0 0.1
C 3.718164 -0.879177 0.301525 0.1 0.0 0.0
H 0.679905 1.937121 -0.170037 0.0 0.0 0.0
H -0.406681 0.688832 0.449459 0.0 -0.1 0.0
H 1.239988 0.776136 1.048717 0.0 0.0 0.0
H 0.321637 0.035934 -1.774369 0.0 0.0 0.0
H 0.996637 -1.075635 -0.593698 0.0 0.0 0.0
H 3.555194 0.057506 -3.179332 0.0 0.0 0.1
H 1.842555 -0.096865 -3.468053 0.0 0.0 0.0
H 3.683055 -2.233326 -2.281606 0.0 0.0 0.0
H 2.760686 -2.279342 -3.774481 0.0 0.0 0.0
H 1.920133 -2.364287 -2.230787 0.0 0.0 0.0
H 3.245019 1.202403 0.120647 0.0 0.0 0.0
H 4.343665 0.639870 -1.099854 0.0 0.0 0.0
H 2.804678 -1.283741 0.740221 0.0 0.0 0.0
H 4.384307 -0.613919 1.124807 0.0 0.0 0.0
H 4.202402 -1.673032 -0.265069 -0.1 0.0 0.0
C -0.619261 -9.022423 -2.224333 0.0 0.0 0.0
C -0.534810 -7.606356 -1.674126 0.0 0.0 0.0
N 0.744586 -6.973226 -1.934443 0.0 0.0 0.0
C 0.964293 -5.765241 -1.160500 0.0 0.1 0.1
C 0.042252 -4.566996 -1.413540 0.1 0.1 0.0
C 1.146535 -6.920171 -3.329590 0.0 -0.1 -0.1
C 0.202492 -6.233924 -4.325291 0.1 0.0 0.0
H 0.222344 -9.621524 -1.874650 0.0 0.0 0.0
H -1.541696 -9.495652 -1.885772 0.0 0.0 0.0
H -0.624926 -9.040445 -3.314696 0.0 0.0 0.0
H -0.659189 -7.646606 -0.588718 0.0 0.0 0.0
H -1.387224 -7.024770 -2.061204 0.0 0.0 0.0
H 2.001883 -5.453784 -1.310712 0.0 0.0 0.0
H 0.888672 -6.040065 -0.103615 0.0 0.0 0.0
H 0.255426 -4.083830 -2.366303 -0.1 0.0 0.0
H 0.193337 -3.819284 -0.631309 0.0 0.0 0.0
H -1.011488 -4.847115 -1.397052 0.0 0.0 0.0
H 1.314411 -7.944869 -3.670616 0.0 0.0 0.0
H 2.127406 -6.440254 -3.371006 0.0 0.0 0.0
H -0.828068 -6.571610 -4.206406 0.0 0.0 0.0
H 0.508359 -6.476324 -5.344916 0.0 0.0 0.0
H 0.216655 -5.149070 -4.231354 0.0 0.0 0.0
```
Forces are in eV/Å.

Record 3
Density functional theory data (wB97M-V/def2-TZVPD) for 4 unconnected molecules or ions with the total composition C21H55N4O7S in a non-equilibrium geometry.

charge = +1
LUMO level = -0.156 hartree
orbital gap = 5.6 eV
HOMO energy = -0.3600 Ha
calculated total energy = -53782.9201 eV
multiplicity = 1

Geometry as XYZ:
```
88
Properties=species:S:1:pos:R:3:forces:R:3
N -2.345101 3.188507 3.415715 -1.1 -0.5 0.1
C -3.840808 3.269743 3.565831 -0.1 0.5 -0.4
C -4.600449 1.894263 4.003847 -0.6 -0.2 0.5
C -3.638421 0.615423 4.339004 -0.2 0.4 1.8
S -3.281319 -0.482581 2.815349 -0.3 0.8 -0.4
O -2.610810 0.436869 1.544004 -1.6 -1.3 0.8
H -1.859883 2.767750 4.235851 -0.6 0.6 -1.2
H -2.033448 2.791517 2.503697 -0.3 0.3 1.2
H -4.119968 4.102297 4.362094 0.7 -1.8 -1.7
H -4.282561 3.615322 2.529555 0.9 -0.6 2.1
H -5.203988 2.134583 5.005559 1.3 -0.9 -2.1
H -5.390976 1.569027 3.203272 1.4 0.6 1.5
H -4.269683 -0.097353 5.059963 1.4 1.1 -2.0
H -2.660125 0.871806 4.947068 -1.9 -0.5 -1.6
H -2.341249 -1.478773 3.234445 -0.4 1.0 -0.1
H -3.257827 0.315769 0.765979 1.2 0.2 1.6
C -2.171774 -5.556933 8.464804 0.1 0.3 0.1
O -0.955308 -5.019526 7.962038 -0.2 -0.5 -0.1
C -0.151706 -5.981471 7.266797 0.4 0.4 -0.4
C -0.140845 -5.696625 5.755081 -0.4 -0.3 0.5
N -1.445218 -5.980096 5.148919 0.0 0.5 -0.1
C -1.604665 -5.444731 3.791461 -0.3 0.0 0.4
C -1.485897 -3.918461 3.604081 0.2 -0.7 -0.6
O -2.553453 -3.172082 4.190964 0.3 0.6 -0.3
C -2.412076 -2.934932 5.584722 -0.3 0.2 0.3
H -2.612862 -4.820855 9.143545 0.2 -0.1 -0.1
H -2.882617 -5.734858 7.655271 -0.1 -0.2 0.0
H -1.999035 -6.482538 9.021353 -0.1 0.0 -0.1
H -0.459751 -7.011853 7.481937 -0.2 0.2 -0.1
H 0.869108 -5.859689 7.644799 -0.1 0.0 -0.1
H 0.622808 -6.317265 5.275033 -0.1 0.0 0.0
H 0.140116 -4.648019 5.623556 0.2 0.1 0.1
H -2.177042 -5.577894 5.732526 0.3 -0.3 -0.1
H -2.604993 -5.745984 3.458340 0.1 0.1 -0.1
H -0.889877 -5.946245 3.128847 0.0 0.2 0.1
H -1.548893 -3.722390 2.528122 -0.1 0.0 0.0
H -0.514399 -3.524003 3.919391 -0.1 0.0 0.2
H -1.368566 -2.809901 5.885716 -0.1 -0.2 0.0
H -2.884803 -3.737547 6.148194 0.2 0.0 0.2
H -2.951319 -2.014142 5.827822 0.0 0.0 -0.1
C -1.565000 3.420243 -0.395731 0.2 0.3 0.3
O -0.531044 2.876609 0.414681 -0.5 -0.4 -0.3
C -0.013304 1.634677 -0.079309 0.8 0.1 0.2
C 1.410903 1.815572 -0.631986 -0.6 0.3 -0.3
N 1.406634 2.593214 -1.874738 -0.1 0.0 0.3
C 2.732151 3.068579 -2.289182 -0.1 0.3 0.0
C 3.492393 4.002765 -1.325832 0.1 0.1 -0.5
O 2.903488 5.296084 -1.178508 0.0 -0.5 0.3
C 1.822873 5.351760 -0.257659 0.3 0.5 -0.2
H -2.031864 4.241705 0.155900 0.1 -0.1 0.0
H -1.158589 3.827730 -1.323675 -0.2 -0.1 -0.1
H -2.331353 2.672552 -0.619325 0.0 0.0 -0.1
H -0.678591 1.173280 -0.819151 0.0 0.2 -0.1
H 0.037390 0.958924 0.781253 0.0 0.0 0.0
H 1.852907 0.832238 -0.823017 0.0 0.0 0.0
H 2.001141 2.309389 0.144916 0.0 -0.1 0.2
H 0.805035 3.406698 -1.755349 0.2 -0.3 0.0
H 2.583483 3.608936 -3.231676 0.1 -0.1 0.1
H 3.360647 2.201105 -2.521517 0.0 0.0 0.1
H 4.480395 4.179554 -1.764805 -0.1 0.0 0.0
H 3.681178 3.546234 -0.348712 -0.2 0.0 0.1
H 1.949274 4.661238 0.580401 0.0 -0.1 -0.1
H 0.883413 5.165654 -0.775291 -0.2 -0.1 0.1
H 1.770681 6.369301 0.141864 0.1 -0.1 -0.1
C 1.796497 -0.115771 -4.711089 0.1 0.4 0.0
O 3.012964 0.421635 -5.213855 -0.2 -0.6 0.1
C 3.816565 -0.540311 -5.909095 0.4 0.4 -0.5
C 3.827426 -0.255463 -7.420812 -0.5 -0.2 0.5
N 2.523053 -0.538936 -8.026974 0.1 0.2 0.1
C 2.363607 -0.003569 -9.384431 -0.2 0.1 0.2
C 2.482374 1.522701 -9.571812 -0.3 -0.2 -0.3
O 1.414819 2.269079 -8.984928 0.5 -0.1 0.1
C 1.556195 2.506229 -7.591171 -0.4 0.2 -0.3
H 1.355410 0.620306 -4.032348 0.2 0.0 -0.1
H 1.085654 -0.293696 -5.520621 -0.1 -0.2 0.0
H 1.969237 -1.041378 -4.154540 0.0 -0.1 -0.1
H 3.508520 -1.570691 -5.693956 -0.2 0.2 -0.1
H 4.837380 -0.418528 -5.531094 -0.1 0.0 0.0
H 4.591078 -0.876104 -7.900859 0.0 0.0 0.0
H 4.108388 0.793141 -7.552337 0.2 0.1 0.1
H 1.791230 -0.136732 -7.443366 0.3 -0.1 -0.2
H 1.363278 -0.304824 -9.717553 0.1 0.1 -0.1
H 3.078395 -0.505084 -10.047045 0.0 0.1 0.1
H 2.419379 1.718771 -10.647771 -0.1 0.0 0.1
H 3.453872 1.917157 -9.256501 0.0 0.0 0.2
H 2.599704 2.631261 -7.290177 0.0 -0.1 0.0
H 1.083469 1.703615 -7.027699 0.1 -0.1 0.3
H 1.016952 3.427019 -7.348070 0.1 -0.1 -0.1
```
Forces are in eV/Å.

Energy above the lowest of the compared OMol25 structures with the same formula, charge and spin? In order: 0.0; 0.0; 160.1 kJ/mol.